65
Properties=species:S:1:pos:R:3:forces:R:3 method="wB97M-V/def2-TZVPD" homo_ev="-1.9 / -1.9" e_above_lowest_kcal_mol=19.2 charge=-2 mol_weight_g_mol=797.68 spin_multiplicity=5 s_squared=6.0189 energy_ha=-6963.1767
Fe 0.868096 -1.131391 0.007768 0.03 0.12 -0.65
Cl 7.983337 -0.811109 0.850078 0.00 0.01 -0.01
C 6.290763 -1.264670 0.719530 0.02 -0.03 -0.02
C 5.944040 -2.398184 -0.052851 0.03 0.01 -0.01
C 4.651039 -2.804998 -0.138482 -0.03 0.01 0.01
C 3.579449 -2.102596 0.526230 0.01 -0.07 0.13
O 2.407906 -2.557383 0.506255 0.09 0.17 -0.14
C 3.967356 -0.907668 1.248355 0.05 0.01 -0.04
C 3.016481 -0.118846 1.936522 -0.18 0.04 0.02
N 1.732425 -0.238721 1.788218 0.28 0.10 0.27
C 0.817163 0.382181 2.624699 -0.01 0.04 -0.05
C 1.037372 1.426777 3.493475 0.00 0.04 0.00
C -0.000577 1.924479 4.306260 0.00 -0.02 -0.03
C -1.255542 1.383506 4.270228 0.01 -0.02 -0.02
C -1.529060 0.315239 3.380732 -0.08 0.06 0.05
C -2.803089 -0.293636 3.263278 0.01 -0.03 0.01
C -2.992306 -1.296074 2.358792 0.13 -0.01 0.13
C -1.906521 -1.696892 1.546788 -0.02 -0.05 -0.09
N -0.719684 -1.159897 1.640042 0.09 0.07 0.01
C -0.505384 -0.167097 2.545994 -0.03 -0.10 0.10
C 5.330681 -0.540996 1.349278 -0.04 0.00 0.00
H 6.723576 -2.926632 -0.588045 0.01 -0.01 0.02
H 4.362948 -3.650611 -0.748658 0.00 -0.01 0.00
H 3.423355 0.608419 2.648111 0.00 -0.02 0.05
H 2.013661 1.890178 3.546558 0.00 0.00 0.01
H 0.207934 2.756733 4.968039 0.00 0.00 0.01
H -2.049779 1.764454 4.901072 0.00 0.01 0.00
H -3.616955 0.057381 3.887858 -0.01 0.01 0.01
H -3.958058 -1.766397 2.230283 0.01 -0.03 0.03
H -2.022340 -2.458293 0.782426 0.03 0.03 -0.05
H 5.600726 0.338105 1.924194 0.00 0.00 0.01
Cl 4.132785 0.435244 -3.515272 0.04 -0.01 0.00
C 2.715149 1.310583 -3.025010 -0.02 -0.03 0.10
C 2.341453 2.440517 -3.746029 -0.09 0.07 -0.01
C 1.239393 3.173756 -3.391874 0.07 -0.03 -0.02
Cl 0.821892 4.604374 -4.325749 0.00 -0.02 0.03
C 0.450643 2.795698 -2.284527 -0.01 -0.03 0.07
C -0.682042 3.498012 -1.823556 -0.06 -0.04 0.05
C -1.360912 3.040288 -0.727899 0.09 0.01 -0.06
C -0.917759 1.864359 -0.098530 -0.16 0.00 0.11
N 0.123390 1.182896 -0.500323 -0.03 -0.04 0.11
C 0.824014 1.631491 -1.566039 -0.08 0.13 -0.18
C 1.986184 0.837390 -1.920547 -0.08 0.12 -0.11
O 2.285000 -0.175882 -1.238220 0.41 -0.45 0.22
H 2.934400 2.735497 -4.601720 0.01 0.01 0.01
H -1.000758 4.389656 -2.347573 0.00 0.01 0.00
H -2.232744 3.559189 -0.349287 0.00 -0.02 0.00
H -1.456428 1.478470 0.761701 -0.01 -0.01 -0.06
N -7.499616 -0.301614 1.170307 0.01 0.00 0.00
C -6.606077 -0.450983 0.459653 -0.01 0.00 0.02
C -5.491968 -0.638231 -0.422428 0.01 0.05 0.00
C -5.608334 -1.394987 -1.589590 0.03 -0.03 -0.03
C -4.494129 -1.524804 -2.387024 -0.03 -0.07 0.00
C -3.298080 -0.904232 -2.013954 -0.12 -0.26 -0.19
N -3.187723 -0.188837 -0.894309 -0.01 0.11 -0.05
C -4.258876 -0.060884 -0.126936 -0.09 0.09 -0.08
H -6.550408 -1.864096 -1.844013 0.00 0.00 0.00
H -4.512211 -2.119194 -3.289774 0.03 0.01 -0.01
H -2.431076 -1.021125 -2.664379 0.18 0.28 0.24
H -4.145568 0.523040 0.782130 -0.02 0.02 -0.08
O -1.265436 -3.386444 -3.293967 -0.12 0.10 0.06
Se -0.110454 -2.296797 -2.910681 -0.07 -0.12 0.09
O 1.385615 -2.818900 -3.241265 -0.04 0.07 -0.04
O -0.251724 -2.081506 -1.224860 -0.24 -0.20 0.10
O -0.476609 -0.827304 -3.531486 0.02 -0.01 -0.04